# 1
This record from the Open Molecules 2025 dataset describes a molecular structure, C37H53N2O4SSe4TeTl. The level of theory is wB97M-V/def2-TZVPD.

Output
LUMO level   0.1459 Ha
Orbital gap   5.7 eV
Energy   -334610.25676 eV
Charge   -2

The geometry in XYZ format:
```
103
Properties=species:S:1:pos:R:3:forces:R:3:mulliken_charge:R:1
Tl 1.489 -2.479 -0.527 0.1 0.2 0.6 1.05
C -3.495 3.762 -0.783 0.0 0.0 0.0 -2.02
C -2.099 4.144 -1.278 0.0 0.0 0.1 2.05
C -1.566 5.253 -0.356 0.0 0.0 0.0 -1.49
C -2.232 4.698 -2.702 0.0 0.0 0.0 -1.86
C -1.141 2.958 -1.269 0.0 0.1 -0.1 -0.55
C -1.495 1.689 -0.859 -0.1 -0.1 0.1 -0.81
C -0.583 0.638 -0.858 0.0 0.2 0.0 0.54
Se -1.138 -1.082 -0.266 0.0 -0.1 -0.1 0.16
C -0.933 -0.857 1.623 0.0 0.0 0.0 -0.32
C -1.554 0.189 2.265 0.0 0.0 0.0 -0.05
C -1.408 0.388 3.630 0.0 0.0 0.0 -0.41
C -0.645 -0.558 4.312 0.0 0.1 0.0 -0.11
C -0.015 -1.640 3.713 0.1 0.0 -0.1 -0.18
C -0.109 -1.804 2.292 0.0 0.1 0.2 0.76
O 0.498 -2.734 1.650 0.0 -0.1 -0.2 -0.89
C 0.801 -2.563 4.634 0.0 0.0 0.0 2.29
C 1.372 -3.820 3.968 0.0 0.0 0.0 -1.88
C -0.090 -3.049 5.791 0.0 0.0 0.0 -1.83
C 1.985 -1.771 5.212 0.0 0.0 0.0 -1.47
C -2.067 1.595 4.288 0.0 0.1 0.0 2.22
C -3.590 1.517 4.116 0.0 0.0 0.0 -1.77
C -1.761 1.684 5.783 0.0 0.0 0.0 -2.37
C -1.555 2.884 3.623 0.0 0.0 0.0 -1.55
C 0.748 0.780 -1.334 0.0 0.0 0.0 0.64
O 1.557 -0.204 -1.440 0.1 0.1 -0.1 -0.18
C 1.138 2.130 -1.686 0.0 -0.1 0.0 -0.07
C 0.196 3.134 -1.660 -0.1 0.1 0.0 -0.40
C 2.602 2.440 -1.987 0.1 0.0 0.0 2.13
C 2.831 3.920 -2.313 0.0 0.0 0.0 -2.55
C 3.112 1.623 -3.182 -0.1 0.0 0.0 -1.23
C 3.434 2.104 -0.740 0.0 0.0 -0.1 -1.27
H -4.147 4.639 -0.801 0.0 0.0 0.0 0.47
H -3.467 3.384 0.240 0.0 0.0 0.0 0.22
H -3.945 2.994 -1.413 0.0 0.0 0.0 0.38
H -2.250 6.107 -0.343 0.0 0.0 0.0 0.50
H -0.590 5.606 -0.685 0.1 0.0 0.0 0.27
H -1.457 4.880 0.663 0.0 0.0 0.0 0.18
H -2.899 5.565 -2.721 0.0 0.0 0.0 0.49
H -2.637 3.937 -3.371 0.0 0.0 0.0 0.34
H -1.264 5.005 -3.097 0.1 0.0 0.0 0.25
H -2.506 1.477 -0.531 0.0 0.0 0.0 0.49
H -2.152 0.877 1.677 0.0 0.0 0.0 0.05
H -0.516 -0.439 5.381 0.0 0.0 0.0 0.25
H 0.596 -4.421 3.498 0.0 0.0 0.0 0.37
H 1.861 -4.419 4.745 0.0 0.0 0.0 0.53
H 2.098 -3.579 3.198 0.0 0.0 0.0 0.15
H -0.932 -3.626 5.405 0.0 0.0 0.0 0.37
H -0.491 -2.228 6.386 0.0 0.0 0.0 0.29
H 0.488 -3.694 6.458 0.0 0.0 0.0 0.46
H 2.640 -1.433 4.409 0.0 0.0 0.0 0.14
H 2.570 -2.405 5.886 0.0 0.0 0.0 0.46
H 1.648 -0.897 5.772 0.0 0.0 0.0 0.26
H -3.985 0.612 4.580 0.0 0.0 0.0 0.37
H -3.863 1.494 3.062 0.0 0.0 -0.1 0.26
H -4.077 2.384 4.573 0.0 0.0 0.0 0.45
H -2.138 0.813 6.322 0.0 0.0 0.0 0.41
H -2.235 2.574 6.205 0.0 0.0 0.0 0.45
H -0.688 1.754 5.965 0.0 0.0 0.0 0.38
H -1.777 2.893 2.555 0.0 0.0 0.0 0.14
H -0.473 2.966 3.726 0.0 0.0 0.0 0.34
H -2.019 3.765 4.076 0.0 0.0 0.0 0.46
H 0.507 4.133 -1.940 0.0 0.0 0.0 0.33
H 2.275 4.236 -3.199 0.0 0.0 0.0 0.40
H 3.894 4.075 -2.513 0.0 0.0 0.0 0.47
H 2.551 4.569 -1.482 0.0 0.0 0.0 0.41
H 2.542 1.878 -4.082 0.0 0.0 0.0 0.12
H 3.016 0.561 -2.981 0.0 -0.1 0.0 0.00
H 4.164 1.852 -3.373 0.1 0.0 0.0 0.58
H 3.127 2.732 0.099 0.0 0.0 0.0 0.30
H 4.493 2.285 -0.939 0.1 0.0 0.0 0.44
H 3.307 1.064 -0.457 0.0 -0.1 0.0 -0.12
Se 3.210 -1.480 1.368 0.2 -0.1 -0.1 -0.19
Se 5.241 -1.312 0.192 -0.2 0.0 0.1 -0.42
Te 5.151 -3.549 -0.948 0.0 -0.1 0.0 -0.18
Se 3.216 -3.073 -2.431 0.1 -0.1 -0.4 -0.36
O -0.338 -3.706 -1.315 -0.1 0.1 0.2 -0.12
N -0.317 -4.987 -1.593 0.0 -0.3 -0.2 -0.02
C -1.219 -5.392 -2.515 0.0 -0.1 -0.1 -0.28
C -1.359 -6.703 -2.886 0.0 0.2 0.0 -0.81
C -0.512 -7.642 -2.286 0.0 0.0 0.0 -0.09
C 0.409 -7.222 -1.370 0.0 0.0 0.0 -0.95
C 0.547 -5.867 -0.975 0.0 0.1 -0.1 0.53
S 1.679 -5.355 0.155 0.1 0.1 0.2 -0.33
H -1.797 -4.569 -2.907 0.0 0.0 -0.1 0.42
H -2.101 -6.974 -3.623 0.0 0.0 0.0 0.38
H -0.575 -8.691 -2.547 0.0 0.0 0.0 0.33
H 1.086 -7.917 -0.896 0.0 0.0 0.0 0.37
C -0.229 1.022 -5.162 0.0 0.1 0.0 -0.77
N -0.244 -0.209 -4.414 0.1 -0.2 -0.1 0.49
C -1.499 -0.514 -3.765 -0.1 -0.1 0.0 -0.48
C 0.737 -1.162 -4.425 0.1 0.1 0.1 0.73
C 1.985 -0.941 -5.256 -0.1 -0.1 0.0 -1.13
O 0.622 -2.199 -3.794 -0.1 -0.1 -0.2 -0.47
H -0.776 1.779 -4.595 0.0 0.0 0.0 0.05
H -0.707 0.918 -6.147 0.0 0.0 0.0 0.32
H 0.781 1.395 -5.297 0.0 0.0 0.0 0.26
H -2.298 -0.612 -4.511 0.0 0.0 0.0 0.45
H -1.758 0.281 -3.066 0.0 0.0 0.0 -0.04
H -1.394 -1.453 -3.225 0.0 0.0 0.0 -0.16
H 2.177 0.077 -5.573 0.0 0.1 0.0 0.39
H 1.904 -1.575 -6.142 0.0 0.0 0.0 0.36
H 2.820 -1.307 -4.663 0.0 0.0 0.0 0.07
```
Positions in Å, forces in eV/Å.


# 2
This record from the Open Molecules 2025 dataset describes a single C3H4OS molecule in a non-equilibrium geometry. The level of theory is wB97M-V/def2-TZVPD.

Output
LUMO level   -0.0456 Ha
Orbital gap   8.2 eV
Energy   -16056.12654 eV

The geometry in XYZ format:
```
9
Properties=species:S:1:pos:R:3:forces:R:3:mulliken_charge:R:1
C 0.973 1.073 0.222 0.5 2.0 2.7 0.01
C -0.156 -0.104 0.509 1.2 3.0 -0.4 0.39
C -0.525 -0.931 -0.631 -1.1 -2.4 -0.6 -0.77
O 1.814 1.381 -0.586 -1.7 -1.7 0.2 -0.42
S -0.919 0.276 1.879 0.0 -1.0 -0.2 -0.24
H 0.835 1.780 1.199 0.3 -1.2 -1.8 0.22
H -0.840 -2.008 -0.221 0.8 2.1 -1.1 0.26
H 0.383 -0.981 -1.393 -2.4 0.1 1.3 0.28
H -1.566 -0.486 -0.979 2.4 -0.9 0.0 0.27
```
Positions in Å, forces in eV/Å.


Calculated HOMO level in order - -1.757; -9.437 eV